81
Properties=species:S:1:pos:R:3:mulliken_charge:R:1 method="wB97M-V/def2-TZVPD" spin_multiplicity=4 energy_ha=-2748.049994 s_squared=3.77 e_above_lowest_kcal_mol=90.0 total_charge=+2 lumo_ha="-0.243 / -0.247"
Re -0.2956 0.6969 0.0176 1.5044
C -2.2317 3.9868 -1.7318 -1.2088
C -1.7296 2.5901 -1.7870 0.4913
O -0.5954 2.3154 -1.2967 -0.5997
N -2.4575 1.6398 -2.3666 0.1099
C -1.8956 0.3393 -2.7175 -0.7236
C -2.0697 -0.7711 -1.6738 0.9268
C -2.9820 -1.9673 -1.9856 -0.9004
C -2.7296 -3.4236 -0.3544 -0.2290
C -2.1399 -3.2198 0.9947 -1.4846
C -1.3865 -2.1627 1.2612 -0.3130
N -1.1082 -1.2365 0.2050 0.6617
H -1.5107 4.6257 -2.2446 0.3376
H -2.2632 4.3045 -0.6889 0.2539
H -3.2109 4.1038 -2.1894 0.4079
H -3.3441 1.9102 -2.7654 0.3347
H -0.8352 0.4991 -2.9074 -0.6414
H -2.3481 0.0239 -3.6563 0.6583
H -3.4336 -1.9702 -2.9741 0.5475
H -3.0616 -4.4497 -0.4840 0.7675
H -2.3323 -3.9380 1.7820 0.4894
H -0.9511 -1.9174 2.2119 0.2912
C 1.8774 -1.5979 1.9953 -0.8396
Si 2.5742 -0.2604 0.8822 0.5248
C 2.5491 1.2770 1.9549 -1.1420
C 4.3133 -0.7398 0.4101 -1.0099
C 1.4892 0.0643 -0.7352 0.9344
Si 2.5682 1.1552 -1.9453 0.6200
C 3.3851 2.5627 -1.0344 -1.2853
C 1.6014 1.9812 -3.3263 -1.1954
C 3.8720 0.0590 -2.7468 -1.3012
Si 0.9541 -1.5411 -1.6720 -1.2508
C 1.8223 -3.1212 -1.2084 -1.2776
C 0.9863 -1.5071 -3.5400 -1.2046
C -0.9223 -1.7467 -1.2229 0.4436
C -1.8548 -2.9419 -1.5452 -0.7158
C -3.8712 -2.4127 -0.7983 -0.2707
C -4.2571 -1.3285 0.1552 -1.2493
C -3.4581 -0.2978 0.4071 -0.5747
N -2.1894 -0.2631 -0.2579 -0.0098
H 2.6446 -1.7901 2.7515 0.6115
H 1.6336 -2.5532 1.5393 0.2027
H 1.0014 -1.2204 2.5207 -0.0926
H 1.6985 1.2406 2.6393 0.2224
H 2.5070 2.2211 1.4175 0.2742
H 3.4526 1.2937 2.5712 0.5328
H 4.8643 -0.8905 1.3427 0.4611
H 4.8456 0.0177 -0.1632 0.3448
H 4.3493 -1.6789 -0.1427 0.2848
H 2.6529 3.2420 -0.5923 0.3126
H 3.9485 3.1351 -1.7770 0.4312
H 4.0886 2.2598 -0.2601 0.3676
H 1.0725 2.8663 -2.9771 0.2176
H 0.9152 1.3520 -3.8915 0.3166
H 2.3573 2.3221 -4.0408 0.5834
H 3.8735 -0.9753 -2.4017 0.3806
H 4.8689 0.4589 -2.5511 0.4384
H 3.7417 0.0482 -3.8306 0.5091
H 2.8910 -3.0428 -1.4176 0.3715
H 1.4322 -3.9057 -1.8635 0.5064
H 1.7028 -3.4546 -0.1825 0.4493
H 2.0113 -1.5000 -3.9099 0.3745
H 0.4548 -0.7019 -4.0393 0.3881
H 0.5430 -2.4518 -3.8717 0.5299
H -1.4383 -3.7132 -2.1866 0.6609
H -4.7530 -2.9552 -1.1273 0.6754
H -5.2180 -1.3758 0.6527 0.4913
H -3.6595 0.5168 1.0871 0.5976
C -1.4390 2.8445 6.4461 -1.2322
C -1.2450 1.9109 5.3001 0.7405
C -1.0800 0.5351 5.4656 -1.1317
C -0.8919 -0.2243 4.3324 0.0618
N -0.8625 0.3067 3.1035 0.1708
C -1.0245 1.6248 3.0621 0.3439
S -0.9730 2.4003 1.4700 -0.5375
N -1.2139 2.4456 4.0737 -0.5415
H -1.6478 2.3116 7.3705 0.3693
H -2.2494 3.5377 6.2268 0.3512
H -0.5341 3.4397 6.5815 0.2965
H -1.0983 0.0811 6.4455 0.3786
H -0.7505 -1.2983 4.4058 0.4090